2 unconnected molecules or ions with the total composition C5H16N2OS in a non-equilibrium geometry, computed with ωB97M-V/def2-TZVPD.

Structure (XYZ):
```
25
Properties=species:S:1:pos:R:3:lowdin_charge:R:1
C -0.05386 0.90541 2.45791 -0.069
C 1.05713 0.90640 1.41049 -0.459
N 1.83532 -0.31800 1.57840 0.047
C 0.51996 1.18381 0.02472 -0.173
N -0.18077 0.01643 -0.60518 -0.108
C 0.50779 -0.63561 -1.72425 -0.278
C -0.55710 -1.44511 -2.53631 -0.552
S -0.54749 -3.21946 -2.20757 0.681
H -0.80826 1.68214 2.37405 0.071
H 0.45801 0.81881 3.41712 0.077
H -0.60671 -0.04201 2.37837 0.078
H 1.72139 1.75427 1.63560 0.139
H 1.44874 -1.11329 1.10810 0.051
H 2.79522 -0.17098 1.27572 0.079
H -0.27089 1.92372 0.12986 0.099
H 1.32377 1.48446 -0.63760 0.115
H -0.38172 -0.69411 0.08648 0.094
H 1.30192 -1.28087 -1.35058 0.093
H 0.82243 0.15132 -2.40854 0.110
H -1.51449 -1.08789 -2.15164 0.057
H -0.54843 -1.20485 -3.59486 0.068
H -0.42152 -3.12632 -0.85812 -0.144
O -2.92333 0.96994 -0.10931 -0.080
H -1.95863 0.84147 -0.20750 -0.021
H -3.01846 1.70033 0.51468 0.027
```

Calculated values
* structure (SMILES): C[C@@H](N)CNCCS.O
* HOMO level: -9.030 eV
* LUMO level: 0.7 eV
* net charge: 0